(1)
C4H7OP | ωB97M-V/def2-TZVPD

## Properties
Orbital gap ... 0.3703 Eh
Relative energy (zero: lowest compared OMol25 entry of this formula, charge and spin) ... 13.2 kcal per mole
Lowest unoccupied orbital energy ... 0.021 Ha
E_HOMO ... -9.498 eV

Structure (XYZ):
```
13
C4H7OP ωB97M-V/def2-TZVPD
C -1.22963 -0.31110 0.09846
C -0.63238 -1.51156 0.09687
C -0.31589 0.85227 0.09679
C 0.92348 0.36105 -0.67684
O 1.53889 -2.43436 -1.26435
P 1.08343 -1.38545 -0.18776
H -2.25746 -0.11438 0.29393
H -1.22366 -2.47839 0.17386
H -0.65522 1.82981 -0.25954
H -0.02422 0.88650 1.16132
H 0.53653 0.37166 -1.66848
H 1.93192 0.86547 -0.72554
H 1.99264 -1.49898 0.99134
```

natural (NBO) atomic charge list, values in e, 5 entries: -0.10 -0.62 -0.45 -0.76 -1.07



(2)
C12H17N | ωB97M-V/def2-TZVPD

## Properties
Orbital gap ... 0.3249 Eh
Relative energy (zero: lowest compared OMol25 entry of this formula, charge and spin) ... 14.9 kcal per mole
Lowest unoccupied orbital energy ... 0.033 Ha
E_HOMO ... -7.952 eV

Structure (XYZ):
```
30
C12H17N ωB97M-V/def2-TZVPD
C 0.22345 -0.66266 -3.71750
C 0.32893 0.08735 -2.43814
C 1.38758 0.73136 -1.90845
C -0.80067 0.27840 -1.55776
C -0.31272 1.03959 -0.47035
C -2.12455 -0.11434 -1.57023
C -1.12702 1.34180 0.63025
C -2.97355 0.20934 -0.52092
C -2.43276 0.91820 0.56002
N 1.00394 1.26929 -0.67379
H -0.06917 -1.71947 -3.59117
H 1.17019 -0.79107 -4.24693
H 2.43226 0.78071 -2.15438
H 1.57752 1.93698 -0.18691
H -2.51861 -0.64598 -2.42312
H -0.76910 1.96587 1.43757
H -3.98018 -0.18171 -0.52591
H -3.03323 1.11769 1.43387
H -0.52212 -0.25455 -4.40427
C 0.75294 -0.98074 2.73084
C 1.14025 -1.39474 1.30665
C 1.39065 0.36215 3.16468
H -0.32761 -0.92059 2.85409
H 1.16581 -1.69295 3.44798
H 1.54289 -2.39973 1.32867
H 1.79111 0.97002 2.36310
H 0.77637 0.88855 3.89362
H 1.79024 -0.73742 0.73305
H 0.20297 -1.57097 0.77133
H 2.31421 0.16959 3.73407
```

natural (NBO) atomic charge list, values in e, 5 entries: -0.63 -0.10 -0.03 -0.05 0.15



(3)
C3H4OSc | ωB97M-V/def2-TZVPD

## Properties
Charge ... +1
Orbital gap ... 0.2108 Eh
Lowest unoccupied orbital energy ... -0.254 Ha
E_HOMO ... -12.638 eV

Structure (XYZ):
```
9
C3H4OSc ωB97M-V/def2-TZVPD
C -0.80904 0.37288 -0.06943
C -0.25386 -0.93441 0.43845
C -1.40228 -0.64388 -0.58220
H -0.72267 1.43768 0.11250
H -0.47363 -1.18522 1.48985
H 0.75769 -1.20681 0.09233
H -2.21409 -1.06873 -1.16862
O 1.99745 1.93564 -0.81570
Sc 3.12042 1.29285 0.50281
```

Mulliken atomic charge list, values in e, 5 entries: 0.00 -0.63 -0.45 0.33 0.23



(4)
C2H7PS | ωB97M-V/def2-TZVPD

## Properties
Orbital gap ... 0.3523 Eh
Relative energy (zero: lowest compared OMol25 entry of this formula, charge and spin) ... 57.8 kcal per mole
Lowest unoccupied orbital energy ... 0.025 Ha
E_HOMO ... -8.917 eV

Structure (XYZ):
```
11
C2H7PS ωB97M-V/def2-TZVPD
C 0.74225 0.06951 -0.16353
C -0.43300 0.00562 -1.13827
P 0.37153 1.62273 1.44601
S -0.44583 -1.49944 -2.17881
H 1.64737 0.48995 -0.45670
H 0.75661 -0.70692 0.55515
H -1.38728 -0.03421 -0.49128
H -0.34425 0.85934 -1.89135
H 0.90655 0.85098 2.35761
H -0.77813 1.08466 1.65248
H 0.42253 -0.83360 -2.93588
```

natural (NBO) atomic charge list, values in e, 5 entries: -0.49 -0.56 0.20 -0.02 0.21



(5)
C2HNO3 | ωB97M-V/def2-TZVPD

## Properties
Orbital gap ... 0.3912 Eh
Relative energy (zero: lowest compared OMol25 entry of this formula, charge and spin) ... 153.3 kcal per mole
Lowest unoccupied orbital energy ... -0.022 Ha
E_HOMO ... -11.254 eV

Structure (XYZ):
```
7
C2HNO3 ωB97M-V/def2-TZVPD
C -0.60374 -0.01268 0.18703
C -0.96561 1.41529 0.60942
N 0.92406 -0.47085 -0.01657
O 1.74858 0.42627 -0.02604
O 1.14476 -1.63720 -0.10351
O -0.98985 1.08585 -0.63638
H -1.25819 -0.80667 -0.01396
```

natural (NBO) atomic charge list, values in e, 5 entries: -0.05 0.40 0.52 -0.37 -0.34



(6)
C4H6N2 | ωB97M-V/def2-TZVPD

## Properties
Orbital gap ... 0.3855 Eh
Relative energy (zero: lowest compared OMol25 entry of this formula, charge and spin) ... 77.8 kcal per mole
Lowest unoccupied orbital energy ... 0.038 Ha
E_HOMO ... -9.466 eV

Structure (XYZ):
```
12
C4H6N2 ωB97M-V/def2-TZVPD
C 1.67533 0.12833 -0.06906
N -0.27440 -1.43437 0.11457
C 0.25344 -0.22680 0.19980
C -2.04844 0.05933 -0.10645
C -0.78869 0.76853 0.25669
N -1.70262 0.91878 -0.95054
H 0.34723 -2.10007 -0.35719
H -2.85389 -0.42513 0.44584
H -0.71431 1.64841 0.87586
H 1.96543 0.99068 0.53634
H 1.80506 0.37880 -1.12584
H 2.33587 -0.70648 0.17997
```

natural (NBO) atomic charge list, values in e, 5 entries: -0.69 -0.65 0.31 0.14 -0.27



(7)
C4H4O2 | ωB97M-V/def2-TZVPD

## Properties
Orbital gap ... 0.3895 Eh
Relative energy (zero: lowest compared OMol25 entry of this formula, charge and spin) ... 56.4 kcal per mole
Lowest unoccupied orbital energy ... 0.033 Ha
E_HOMO ... -9.694 eV

Structure (XYZ):
```
10
C4H4O2 ωB97M-V/def2-TZVPD
C -0.06017 -1.58148 -1.26248
C -0.17530 -0.29026 -0.95561
C -0.79479 -0.37385 -2.71255
C 0.00878 0.68138 0.14547
O -1.09564 0.30791 -3.60505
O -0.52028 -1.65348 -2.65165
H 0.41851 -2.54931 -0.97707
H 0.14685 1.66191 -0.15618
H 0.83793 0.53673 1.00044
H -0.97239 0.61223 0.56710
```

natural (NBO) atomic charge list, values in e, 5 entries: 0.04 -0.13 0.86 -0.67 -0.51



(8)
C40H56F6N4O2PSSbSeV | ωB97M-V/def2-TZVPD

## Properties
Charge ... +1
Orbital gap (spin up / spin down) ... 0.2519 / 0.2684 Eh
Relative energy (zero: lowest compared OMol25 entry of this formula, charge and spin) ... 9.2 kcal per mole
Multiplicity ... 3
Lowest unoccupied orbital energy (spin up / spin down) ... -0.126 / -0.121 Ha
E_HOMO (spin up / spin down) ... -10.290 / -10.601 eV

Structure (XYZ):
```
113
C40H56F6N4O2PSSbSeV ωB97M-V/def2-TZVPD
V -0.89699 0.24409 0.26825
C 5.79695 0.92350 3.34599
C 4.32485 1.19276 3.18331
C 3.38006 0.37257 3.79514
C 2.02580 0.59468 3.61999
C 1.61422 1.65057 2.81719
C 2.53239 2.49490 2.20385
C 3.88173 2.25873 2.40032
S -0.09617 1.92127 2.56587
O -0.23861 2.68628 1.33591
O -0.67653 2.40294 3.78175
N -0.73349 0.48102 2.12772
C -1.31352 -0.49294 2.98653
C -1.51488 -0.44691 4.33410
C -2.18212 -1.51870 4.98071
C -2.62468 -2.60668 4.29359
C -2.41354 -2.68024 2.89285
C -2.78548 -3.78059 2.09013
C -2.50372 -3.76922 0.75382
C -1.89200 -2.64205 0.18323
N -1.55245 -1.58091 0.89158
C -1.77033 -1.61629 2.25117
H 5.99480 0.30392 4.21943
H 6.35807 1.85236 3.44735
H 6.18612 0.39963 2.46966
H 3.71011 -0.45312 4.41455
H 1.30011 -0.05324 4.09775
H 2.19054 3.30763 1.57744
H 4.60894 2.91049 1.93031
H -1.18794 0.40973 4.90568
H -2.34148 -1.45819 6.04914
H -3.13226 -3.41898 4.79845
H -3.28741 -4.62756 2.54411
H -2.76560 -4.59999 0.11361
H -1.69466 -2.60281 -0.87896
C -2.97037 4.32748 2.38938
C -3.88046 3.27515 1.75259
C -5.22955 3.92271 1.44202
Sb -2.96829 2.30630 0.02512
C -2.11316 4.06865 -0.90887
C -3.08879 4.80037 -1.82436
C -0.78495 3.83268 -1.62155
C -4.69435 1.53653 -1.03207
C -5.66847 2.50104 -1.70680
C -5.38406 0.56528 -0.07202
H -3.45273 4.70691 3.29471
H -2.83774 5.18124 1.72226
H -1.98930 3.95875 2.67446
H -4.03085 2.45193 2.45441
H -5.13127 4.71371 0.69558
H -5.61080 4.39033 2.35452
H -5.98534 3.22103 1.09915
H -1.92646 4.66676 -0.01842
H -3.29536 4.21619 -2.72203
H -2.64319 5.74601 -2.15011
H -4.03811 5.03351 -1.34052
H -0.92072 3.27308 -2.54717
H -0.05270 3.31614 -1.00085
H -0.36039 4.80700 -1.88737
H -4.23147 0.94833 -1.81462
H -6.18766 3.15289 -1.00696
H -6.43402 1.91929 -2.23194
H -5.17815 3.12350 -2.45046
H -5.92513 1.07295 0.72813
H -4.67372 -0.12527 0.39349
H -6.11140 -0.04190 -0.61926
C 1.95348 -6.11993 1.17466
C 2.49040 -4.73020 1.51222
C 2.76710 -3.86967 0.28269
C 1.48010 -3.50325 -0.44012
N 1.69646 -2.54189 -1.52472
C 1.86759 -1.21949 -1.37134
Se 1.64544 -0.29145 0.24874
N 2.19609 -0.68544 -2.55531
C 2.54444 0.72082 -2.81854
C 3.99145 0.91246 -3.28043
C 5.02305 1.08624 -2.16679
C 5.15970 -0.11331 -1.22924
C 2.21980 -1.69568 -3.51673
C 2.42659 -1.65525 -4.88993
C 2.34981 -2.85808 -5.56419
C 2.07420 -4.05960 -4.89273
C 1.84946 -4.09108 -3.52990
C 1.92037 -2.87635 -2.85920
H 1.83905 -6.72818 2.07231
H 2.63569 -6.64720 0.50273
H 0.97471 -6.07504 0.68926
H 3.41633 -4.82575 2.08169
H 1.78083 -4.20514 2.16157
H 3.43172 -4.39822 -0.40844
H 3.27039 -2.94585 0.57672
H 0.76935 -3.05916 0.25653
H 1.01383 -4.37811 -0.89081
H 2.35642 1.25933 -1.89252
H 1.84225 1.08917 -3.56332
H 4.00188 1.79931 -3.91740
H 4.29190 0.07383 -3.91396
H 4.77685 1.98286 -1.58853
H 5.98912 1.27946 -2.63734
H 4.30688 -0.20190 -0.55439
H 6.05237 -0.02048 -0.60816
H 5.24945 -1.04763 -1.79362
H 2.62300 -0.72715 -5.40990
H 2.49891 -2.87438 -6.63535
H 2.02922 -4.98150 -5.45704
H 1.62801 -5.01858 -3.01836
F -0.43435 0.59486 -1.79819
P -1.59295 -0.10898 -2.86781
F -0.84939 -1.51159 -2.60967
F -2.72793 -0.79932 -3.70598
F -2.42322 -0.37462 -1.43816
F -0.64129 0.19266 -4.09335
F -2.26647 1.32115 -2.97963
```

Mulliken atomic charge list, values in e, 5 entries: 1.96 -1.44 0.95 -1.08 -0.09



Energy
In order: -573.174214 -522.196588 -952.230639 -819.846158 -357.048303 -265.411607 -305.189536 -6851.867530
Unit: Eh